Record 1
{
  "formula": "C25H29N13SeTi",
  "method": "the ωB97M-V functional and the def2-TZVPD basis",
  "symbols": ["Ti", "N", "C", "C", "N", "H", "H", "H", "H", "H", "H", "H", "H", "N", "C", "N", "N", "N", "N", "C", "N", "N", "N", "N", "H", "C", "C", "C", "C", "C", "C", "N", "N", "C", "C", "C", "C", "C", "C", "H", "H", "H", "H", "H", "H", "H", "H", "H", "C", "C", "C", "C", "C", "C", "Se", "C", "C", "C", "H", "H", "H", "H", "H", "H", "H", "H", "H", "H", "H"],
  "positions_angstrom": [[-2.28947, -0.47241, -1.40025], [-1.74380, 0.88760, 0.32738], [-2.85098, 1.77990, 0.68084], [-4.11996, 0.95140, 0.78082], [-4.32526, 0.21424, -0.48185], [-1.45496, 0.34240, 1.14235], [-0.91576, 1.43065, 0.08712], [-2.94930, 2.51853, -0.11777], [-2.65774, 2.30605, 1.62102], [-4.97730, 1.58920, 1.02339], [-4.00937, 0.20573, 1.56914], [-4.76381, 0.79115, -1.18910], [-4.90178, -0.60402, -0.32819], [-2.96699, -3.97251, -1.34811], [-2.86719, -3.38688, -0.10679], [-2.99520, -4.05772, 1.02655], [-2.83769, -3.11128, 1.98109], [-2.62996, -1.96230, 1.45541], [-2.62946, -2.09102, 0.09759], [-3.27369, -3.29013, -2.50975], [-3.72442, -3.90489, -3.58645], [-3.90714, -2.89311, -4.47612], [-3.60109, -1.76620, -3.96109], [-3.17393, -1.96761, -2.67430], [-3.18971, -4.95236, -1.35401], [2.85842, -2.85334, -1.65324], [1.65974, -3.03960, -0.97580], [0.59357, -2.18317, -1.19050], [0.70407, -1.11822, -2.08815], [1.91179, -0.92556, -2.76387], [2.97046, -1.79301, -2.54168], [-0.40791, -0.26940, -2.24552], [-0.14870, 0.80508, -2.98962], [-1.25799, 1.61599, -3.17971], [-1.03677, 2.76799, -3.95243], [-2.07968, 3.62783, -4.23421], [-3.35350, 3.33868, -3.75169], [-3.54827, 2.19514, -2.97949], [-2.53199, 1.29932, -2.65140], [3.69561, -3.51777, -1.47643], [1.54757, -3.84353, -0.25848], [-0.31585, -2.32915, -0.62259], [2.00385, -0.09258, -3.44311], [3.90133, -1.62096, -3.07089], [-0.03402, 2.95717, -4.31775], [-1.90669, 4.51681, -4.83141], [-4.18746, 3.99470, -3.97777], [-4.57106, 2.01130, -2.64289], [6.55570, 0.67228, 4.86571], [5.23177, 0.81593, 4.16686], [4.83669, -0.07366, 3.17505], [3.61515, 0.03687, 2.52154], [3.26269, -0.96354, 1.45734], [2.72001, 1.07730, 2.85094], [1.04422, 1.20589, 1.95206], [3.12242, 1.98627, 3.84942], [2.23083, 3.12355, 4.27230], [4.35047, 1.84111, 4.48344], [7.14774, -0.12457, 4.41081], [6.44083, 0.42553, 5.92578], [7.14685, 1.59112, 4.81343], [5.50271, -0.88680, 2.89637], [4.04382, -1.72220, 1.36334], [3.11762, -0.47874, 0.48831], [2.30737, -1.44393, 1.67673], [1.58577, 3.42790, 3.45080], [2.82365, 3.97638, 4.61668], [1.57631, 2.81952, 5.09563], [4.62684, 2.56566, 5.24722]],
  "mulliken_charge": [-0.378, -0.331, -0.648, -0.701, -0.327, 0.264, 0.294, 0.376, 0.455, 0.414, 0.366, 0.140, 0.313, -0.042, 0.314, -0.613, -0.747, -0.488, 0.620, 0.281, -0.580, -0.664, -0.480, 0.965, 0.256, -0.557, -0.787, -0.253, 0.203, -0.534, -0.442, 0.847, -0.860, -0.065, -0.471, -0.466, -0.903, -0.128, 0.928, 0.371, 0.369, 0.631, 0.376, 0.326, 0.429, 0.323, 0.382, 0.171, -1.449, 0.822, -1.185, 1.120, -1.389, -0.462, -0.529, 1.240, -1.574, -0.847, 0.325, 0.290, 0.317, 0.184, 0.296, 0.287, 0.349, 0.341, 0.377, 0.246, 0.296],
  "homo_lumo_gap_ev": [5.64, 5.67],
  "charge": -2,
  "s_squared": 2.0184,
  "multiplicity": 3,
  "relative_energy_ev": 0.000,
  "homo_ev": [-1.37, -1.40]
}

=====

Record 2
{
  "formula": "C11H27ClCrIN2P2",
  "method": "the ωB97M-V functional and the def2-TZVPD basis",
  "symbols": ["C", "I", "H", "H", "H", "Cr", "P", "C", "C", "H", "H", "H", "H", "H", "H", "C", "H", "H", "H", "P", "C", "C", "H", "H", "H", "C", "H", "H", "H", "H", "H", "H", "Cl", "C", "C", "N", "C", "C", "N", "H", "H", "H", "H", "H", "H"],
  "positions_angstrom": [[2.83569, -2.69987, 2.33789], [1.83441, -0.72985, 2.00247], [2.73802, -3.33039, 1.44680], [2.33139, -3.13408, 3.20436], [3.88169, -2.47783, 2.56895], [0.28085, -0.51044, -0.23947], [-1.47932, -1.76175, 0.84761], [-1.82890, -1.20953, 2.52764], [-3.05442, -1.65993, -0.03723], [-3.74876, -2.38998, 0.39508], [-2.00493, -4.04231, 1.36269], [-2.88094, -1.88828, -1.09428], [-0.90055, -3.89983, -0.04374], [-2.10209, -0.14764, 2.54026], [-3.47889, -0.65409, 0.05200], [-1.12336, -3.52630, 0.96239], [-2.67218, -1.80543, 2.89755], [-0.26624, -3.70489, 1.62142], [-0.95799, -1.36456, 3.17530], [2.07731, 0.93075, -1.03603], [2.63261, 2.16498, 0.17047], [3.57348, 0.00816, -1.49058], [1.17530, 1.17662, -3.24329], [2.54336, 2.31184, -2.95413], [0.92281, 2.66212, -2.26152], [1.63377, 1.86835, -2.52495], [3.28777, -0.76238, -2.22020], [4.28277, 0.71535, -1.94631], [3.41936, 2.76388, -0.30561], [3.03724, 1.66568, 1.06222], [4.02929, -0.45960, -0.60679], [1.79704, 2.81465, 0.46149], [0.17833, -1.69208, -2.13405], [-2.14230, 1.21766, -2.29624], [-1.77872, 1.74083, -0.96448], [-0.93521, 1.23360, -0.07004], [-0.94199, 2.07967, 1.03483], [-1.79456, 3.11196, 0.79489], [-2.31681, 2.87253, -0.47303], [-1.97025, 1.99789, -3.05421], [-1.53254, 0.33293, -2.52344], [-3.20554, 0.93000, -2.29420], [-0.32744, 1.84507, 1.88627], [-2.04876, 3.95517, 1.41860], [-2.99980, 3.45135, -0.95736]],
  "mulliken_charge": [-0.928, 0.124, 0.356, 0.375, 0.383, -0.023, 1.121, -1.139, -1.224, 0.475, 0.427, 0.353, 0.359, 0.321, 0.293, -1.117, 0.413, 0.299, 0.347, 1.031, -1.135, -1.129, 0.349, 0.465, 0.298, -1.195, 0.353, 0.429, 0.409, 0.368, 0.330, 0.305, -0.440, -1.166, 0.049, 0.892, -0.904, -0.713, 0.033, 0.423, 0.109, 0.380, 0.579, 0.425, 0.243],
  "homo_lumo_gap_ev": [7.05, 8.11],
  "charge": 2,
  "s_squared": 3.8153,
  "multiplicity": 4,
  "relative_energy_ev": 0.000,
  "homo_ev": [-15.22, -15.38]
}

=====

Record 3
{
  "formula": "C3H5LiO4Sm",
  "method": "the ωB97M-V functional and the def2-TZVPD basis",
  "symbols": ["Li", "Sm", "O", "O", "O", "C", "C", "C", "H", "H", "H", "H", "O", "H"],
  "positions_angstrom": [[0.09881, 0.87801, 2.06714], [1.37746, 0.59245, -0.67030], [0.56419, 1.75956, 0.60954], [-0.87548, -0.16011, -1.22322], [-0.94198, -0.97591, 0.87683], [0.07820, -2.08132, 0.59808], [1.41872, -1.63960, 0.09664], [-1.41745, -0.27443, -0.12558], [0.09090, -2.53823, 1.59462], [-0.46558, -2.73718, -0.09335], [1.70550, -2.26139, -0.76538], [2.18034, -1.75483, 0.88257], [-2.57921, 0.26100, 0.19654], [-2.87316, 0.85114, -0.51070]],
  "mulliken_charge": [0.814, 0.753, -1.123, -0.666, -0.455, -0.215, -1.077, 0.930, 0.247, 0.285, 0.289, 0.283, -0.426, 0.362],
  "homo_lumo_gap_ev": [4.01, 7.27],
  "s_squared": 12.0117,
  "multiplicity": 7,
  "homo_ev": [-4.29, -7.71]
}

=====

Q: Which total energy values were calculated for the entries above? A: -134231.14171 -82435.92645 -29489.80993, in eV.